The following is a DFT calculation (ωB97M-V/def2-TZVPD) of C12H15N3O2S in the gas phase.

As for the total energy: -32087.6820 eV. Its largest force on an atom is 1.0 eV Å⁻¹. Its SMILES is CCOC(=O)CSc1nccc(N(C)C)c1C#N. As for the HOMO-LUMO gap: 9.134 eV.

Geometry as XYZ:
```
33
Properties=species:S:1:pos:R:3:forces:R:3
C 6.4533 0.0127 0.6284 -0.4 -0.1 -0.1
C 5.3385 -1.0085 0.4555 0.5 -0.1 -0.2
O 4.0499 -0.3949 0.5413 -0.1 0.0 0.4
C 3.5764 0.1814 -0.5609 -0.3 0.2 -0.2
O 4.1576 0.2393 -1.6105 0.1 0.0 -0.1
C 2.1954 0.7438 -0.3174 -0.4 -0.2 0.0
S 1.0173 -0.6549 -0.3024 0.2 0.0 0.0
C -0.4817 0.2504 -0.1593 0.1 0.1 -0.1
N -0.3874 1.5623 -0.0904 0.3 0.1 0.0
C -1.5181 2.2488 0.0247 -0.3 -0.1 0.0
C -2.7678 1.6804 0.0498 0.0 0.1 0.0
C -2.9069 0.2784 -0.0427 0.2 0.0 0.0
N -4.1293 -0.3024 -0.0492 0.1 0.1 0.1
C -4.3556 -1.6444 -0.5295 0.0 -0.4 -0.1
C -5.3078 0.4358 0.3397 -0.1 0.2 0.0
C -1.6994 -0.4592 -0.1226 0.0 1.0 -0.1
C -1.6085 -1.8616 -0.0811 0.0 -0.7 0.2
N -1.4606 -2.9988 -0.0007 0.0 -0.2 0.0
H 6.3368 0.5421 1.5711 0.0 0.0 0.1
H 7.4140 -0.4939 0.6219 0.1 0.0 0.0
H 6.4287 0.7311 -0.1873 0.0 0.0 0.0
H 5.3509 -1.7484 1.2579 0.0 0.1 -0.1
H 5.4279 -1.5068 -0.5150 0.0 0.0 0.2
H 2.1328 1.2351 0.6516 0.1 0.1 -0.1
H 1.9059 1.4198 -1.1188 0.2 0.0 0.1
H -1.3950 3.3219 0.0835 -0.1 0.1 0.0
H -3.6327 2.3177 0.1074 -0.1 0.0 0.0
H -3.6246 -1.9063 -1.2928 -0.1 0.0 0.0
H -4.2952 -2.3826 0.2754 0.0 0.0 -0.1
H -5.3473 -1.6951 -0.9795 0.0 0.0 0.0
H -5.7110 1.0293 -0.4883 0.0 0.0 0.0
H -5.0862 1.0978 1.1763 -0.1 0.0 0.0
H -6.0704 -0.2703 0.6639 0.0 0.0 0.0
```
Forces are in eV/Å.

natural (NBO) atomic charge list, values in e, 8 entries:
1 C -0.6345
2 C -0.0755
3 O -0.5033
4 C 0.7818
5 O -0.5860
6 C -0.6095
7 S 0.3045
8 C 0.1501

The following is a DFT calculation (ωB97M-V/def2-TZVPD) of C12H15N5 in the gas phase in a non-equilibrium geometry.

As for the total energy: -20135.7595 eV. Its largest force on an atom is 6.2 eV Å⁻¹. Its SMILES is CNC(C)(C)Nc1nc2ccccc2n1C#N. As for the HOMO-LUMO gap: 8.934 eV.

Geometry as XYZ:
```
32
Properties=species:S:1:pos:R:3:forces:R:3
C 3.5475 2.0348 1.0183 -0.8 0.8 0.4
N 2.5798 1.1139 1.6726 -0.1 1.5 0.2
C 1.1751 1.3088 1.2305 0.3 -1.5 0.3
C 0.6802 2.6954 0.5836 1.6 -0.8 -0.5
C 0.1248 0.8380 2.3456 0.1 2.3 -1.0
N 1.3112 0.1604 0.2682 -5.5 0.3 -2.9
C 0.1454 -0.3670 -0.2972 -1.1 0.7 0.2
N -0.9958 0.3066 -0.4950 1.8 -1.5 -0.7
C -1.8481 -0.6063 -1.1566 -0.3 0.2 0.6
C -3.1249 -0.4426 -1.7190 0.2 -1.3 -0.1
C -3.8094 -1.5269 -2.2419 3.4 -3.2 0.9
C -3.2027 -2.8803 -2.2538 0.3 1.5 1.0
C -1.8972 -3.0296 -1.7008 -1.9 1.5 -1.5
C -1.2941 -1.8743 -1.2104 0.3 -1.3 -0.2
N -0.0018 -1.7853 -0.6608 0.4 3.0 0.5
C 1.0071 -2.6427 -0.5742 0.1 -0.6 0.0
N 1.9018 -3.3599 -0.4407 -0.1 0.2 -0.1
H 4.5563 1.6135 1.1728 -0.4 0.4 -0.2
H 3.3437 2.1846 -0.1085 0.2 -0.4 1.9
H 3.4057 3.0077 1.5957 0.9 -0.7 -1.3
H 2.6199 1.2227 2.6693 0.3 0.3 0.4
H 0.6531 2.5727 -0.5227 0.6 0.3 0.7
H -0.3680 2.7736 0.7864 -0.4 0.4 0.6
H 1.2843 3.6185 0.9061 -1.0 -1.5 -0.4
H -0.9175 1.1784 2.0452 1.4 -0.6 0.5
H 0.1756 -0.2086 2.3793 -0.1 -1.5 0.2
H 0.3765 1.2246 3.3444 -0.1 0.2 -0.4
H 2.0226 -0.4953 0.3619 1.6 -0.8 0.8
H -3.6735 0.4453 -1.8303 0.0 1.5 0.4
H -4.7342 -1.3552 -2.6553 -2.0 0.1 -0.9
H -3.7022 -3.8163 -2.5930 0.2 1.2 0.0
H -1.3413 -3.9089 -1.9195 0.3 -0.8 0.5
```
Forces are in eV/Å.

natural (NBO) atomic charge list, values in e, 8 entries:
1 C -0.4270
2 N -0.6549
3 C 0.3225
4 C -0.6610
5 C -0.6334
6 N -0.6364
7 C 0.6028
8 N -0.5222

The following is a DFT calculation (ωB97M-V/def2-TZVPD) of a 2-piece molecular cluster, C12H15NOS overall in a non-equilibrium geometry.

As for the total energy: -27056.2946 eV. Its largest force on an atom is 4.2 eV Å⁻¹. As for the HOMO-LUMO gap: 5.155 eV.

Geometry as XYZ:
```
30
Properties=species:S:1:pos:R:3:forces:R:3
C -2.3521 3.2994 1.0245 -1.3 2.3 1.1
C -1.8966 3.2086 -0.2877 0.7 -1.5 1.3
C -1.9868 2.3756 2.0577 -1.9 2.1 -2.9
C -1.1277 2.1390 -0.6244 -0.4 -1.1 2.5
C -1.2449 1.3558 1.6165 2.3 -2.4 2.6
C -0.8256 1.1010 0.3211 0.1 1.3 -2.5
C -0.7295 -4.1250 -1.3229 0.1 -1.5 -0.6
C 1.5867 -1.4179 -1.4119 -0.3 3.1 -0.9
C 2.5109 -0.9496 -0.3135 0.2 -0.6 -0.1
C 0.3950 -0.3801 -1.5084 -0.3 0.3 0.3
C 1.8141 -0.7563 1.0042 1.1 1.3 0.6
C -0.2464 -0.0562 -0.1638 1.0 -2.3 0.5
N 0.3993 -0.8825 0.8956 -3.8 -1.4 -0.2
O -1.0628 -4.4248 -2.3980 0.4 1.2 1.8
S -0.1705 -4.0330 0.1739 -0.8 -0.2 -1.1
H -2.9620 4.2173 1.1954 0.3 -1.0 0.5
H -2.1093 3.8002 -1.1349 -0.7 1.4 -0.2
H -2.4957 2.2434 2.9945 0.2 0.8 0.5
H -0.9491 1.9708 -1.6087 0.8 -0.5 -2.8
H -0.8313 0.7687 2.4795 -0.5 -0.2 -0.7
H 2.1542 -1.3996 -2.3397 -0.1 0.1 -0.2
H 1.1816 -2.3838 -1.3695 -0.2 -1.4 0.6
H 3.3348 -1.6370 -0.1722 0.3 -0.1 0.0
H 2.9317 0.0179 -0.5611 0.1 0.0 -0.5
H 0.7201 0.6412 -1.7625 0.5 -0.5 -1.1
H -0.3115 -0.7940 -2.2679 0.3 0.6 0.4
H 2.0549 -1.4801 1.7042 1.1 -1.6 1.4
H 2.1724 0.1875 1.4099 -0.7 0.3 0.2
H 0.2539 -1.9234 0.5926 -0.1 2.1 1.1
H -0.2080 -0.6831 1.7778 1.7 -0.6 -1.6
```
Forces are in eV/Å.

natural (NBO) atomic charge list, values in e, 8 entries:
1 C -0.3156
2 C -0.1941
3 C -0.1946
4 C -0.2709
5 C -0.2893
6 C -0.0595
7 C 0.4943
8 C -0.4142

The following is a DFT calculation (ωB97M-V/def2-TZVPD) of C12H16AlFO6P as an isolated structure in a non-equilibrium geometry.

As for the total energy: -43589.9917 eV. Its largest force on an atom is 5.3 eV Å⁻¹. The net charge is -1. As for the HOMO-LUMO gap: 6.921 eV.

Geometry as XYZ:
```
37
Properties=species:S:1:pos:R:3:forces:R:3
O -2.4787 -2.8556 -1.8785 2.8 3.0 2.5
C -1.7226 -2.0753 -1.2201 -2.8 -2.4 -1.8
O -1.5261 -0.7855 -1.7557 1.1 -2.6 2.4
C -0.2282 -0.2215 -1.4457 0.7 4.8 -2.0
P 1.3654 -1.2401 -1.6474 2.3 -1.5 4.1
O 1.1184 -2.6602 -2.5875 0.7 1.5 -0.7
O 2.6640 -0.2876 -2.2933 -2.4 -1.9 -1.9
C -0.0741 0.8735 -2.6778 -0.2 1.2 -0.1
O 0.7166 2.0321 -2.3443 -0.8 -1.7 0.9
Al 0.6632 2.2830 -0.4876 -0.3 -0.8 -1.6
C -0.4690 3.9596 -0.2077 -0.7 0.9 0.5
C -0.5239 4.5201 1.3066 0.9 0.5 -0.5
C 0.4364 3.7720 2.3468 -0.8 1.1 0.7
F 1.8316 4.1454 2.1495 -2.1 -0.7 0.2
O -0.1045 0.5862 -0.2526 -0.5 -2.1 -2.0
C -1.1516 -2.6359 0.1445 1.9 -1.3 2.6
C -0.9436 -1.8289 1.4456 1.0 -3.4 -0.2
C -0.3282 -2.5164 2.6935 -0.5 -1.7 -2.9
C 0.0982 -4.0047 2.6684 -1.5 1.8 -2.8
C -0.1235 -4.8406 1.3769 -1.1 3.7 -0.2
C -0.7400 -4.1537 0.1336 0.5 1.5 2.5
H 1.9909 -3.1256 -2.5493 -1.1 0.5 0.2
H 2.6717 -0.5388 -3.2576 0.2 0.9 0.8
H -1.1348 1.2622 -2.8593 1.1 -0.9 -0.1
H 0.3442 0.3597 -3.6297 -0.7 0.7 1.3
H 2.0386 2.1464 0.3154 -0.1 0.2 -0.1
H -1.5651 3.8289 -0.5583 1.8 0.2 0.3
H -0.0003 4.7914 -0.8648 -0.8 -1.4 0.9
H -0.1708 5.6220 1.2670 -0.6 -1.7 0.4
H -1.5956 4.5386 1.7038 1.5 -0.2 -0.3
H 0.3034 2.6372 2.3806 0.6 1.5 -0.5
H 0.1630 4.1607 3.3942 0.6 -0.5 -1.4
H -1.2118 -0.7270 1.4999 0.5 -1.7 -0.3
H -0.1798 -1.8510 3.6186 -0.2 -1.4 -1.6
H 0.5807 -4.4619 3.5958 -0.8 0.7 -1.5
H 0.1637 -5.9484 1.3124 -0.5 2.0 0.2
H -0.8778 -4.7605 -0.8360 0.2 1.2 1.8
```
Forces are in eV/Å.

natural (NBO) atomic charge list, values in e, 8 entries:
1 O -0.5827
2 C 0.7728
3 O -0.5001
4 C 0.1874
5 P 1.2022
6 O -0.9910
7 O -0.9408
8 C -0.0873

What is the HOMO-LUMO gap in the third record? 5.155 eV

Among the records above, which one has the lowest HOMO-LUMO gap? C12H15NOS